1.
C39H51N6OPdSTe as an isolated structure, computed with ωB97M-V/def2-TZVPD.

CARTESIAN COORDINATES (ANGSTROEM)
Pd1 -0.02273 0.15680 -0.12724
C1 3.12659 1.94128 4.98344
C2 3.46540 0.65478 4.23996
N1 3.40052 0.80471 2.78589
C3 2.22681 0.69700 2.07414
S1 2.39936 1.07841 0.36416
N2 1.17048 0.35058 2.75691
N3 0.03391 0.05157 2.05146
C4 -1.08014 0.30268 2.60122
C5 -1.22823 1.02320 3.90516
C6 -2.31078 -0.08074 1.84008
C7 -3.54220 -0.07360 2.46700
C8 -4.68642 -0.26684 1.71476
C9 -4.56651 -0.48020 0.35784
C10 -3.29046 -0.54491 -0.17561
N4 -2.18966 -0.37238 0.54638
H1 3.23108 1.79844 6.06364
H2 2.09506 2.23930 4.77208
H3 3.79069 2.75778 4.67999
H4 2.76600 -0.12430 4.51571
H5 4.46797 0.31666 4.50033
H6 4.08597 1.39327 2.34873
H7 -0.30428 1.53586 4.13998
H8 -1.45652 0.33599 4.72744
H9 -2.04072 1.74917 3.82283
H10 -3.60383 0.10518 3.53272
H11 -5.66304 -0.23230 2.18282
H12 -5.43437 -0.59830 -0.27940
H13 -3.14308 -0.74780 -1.23117
C11 -1.32938 4.52598 0.72906
C12 -1.46316 3.03769 0.39047
O1 -2.56983 2.53005 0.65958
N5 -0.42089 2.33956 -0.13813
Te1 1.25429 3.53457 -0.98043
C13 3.31101 3.87245 -1.77432
C14 3.88127 3.11431 -2.80335
C15 3.20867 1.89678 -3.39848
C16 5.13510 3.48308 -3.29966
C17 5.84368 4.55361 -2.77666
C18 7.19106 4.95233 -3.33271
C19 5.28572 5.25017 -1.70701
C20 4.03642 4.92448 -1.18752
C21 3.50823 5.73011 -0.01848
C22 0.35852 3.62462 -2.90810
C23 -0.20659 2.49192 -3.50156
C24 -0.00242 1.09449 -2.97964
C25 -0.91151 2.63039 -4.69705
C26 -1.04401 3.85302 -5.33682
C27 -1.82226 3.98601 -6.62226
C28 -0.44022 4.96207 -4.75332
C29 0.25054 4.87957 -3.54704
C30 0.84571 6.15376 -2.98317
H14 -2.19269 4.78739 1.33573
H15 -1.34148 5.14003 -0.17165
H16 -0.41388 4.74525 1.27408
H17 2.58726 1.40964 -2.65165
H18 3.95808 1.18177 -3.75359
H19 2.56580 2.16028 -4.24438
H20 5.57094 2.90507 -4.11454
H21 7.51392 4.26688 -4.11827
H22 7.95562 4.95765 -2.55123
H23 7.15545 5.95858 -3.75890
H24 5.84355 6.07455 -1.26430
H25 4.28741 6.38545 0.37590
H26 3.16819 5.08634 0.79367
H27 2.65607 6.34940 -0.31369
H28 0.02879 1.07867 -1.88290
H29 0.94004 0.69264 -3.35352
H30 -0.79983 0.43161 -3.30899
H31 -1.35872 1.74483 -5.14491
H32 -2.06870 3.00812 -7.03872
H33 -1.25406 4.54332 -7.37059
H34 -2.75933 4.52505 -6.45599
H35 -0.52005 5.93034 -5.24453
H36 0.62928 6.99757 -3.64049
H37 1.93072 6.07638 -2.87200
H38 0.43550 6.37590 -1.99406
C31 2.78836 -1.29589 -2.37662
N6 3.59150 -2.01583 -1.32906
C32 4.12632 -3.28570 -1.88554
C33 2.84365 -2.24449 0.00152
C34 1.49228 -2.85845 -0.14425
C35 1.43278 -4.25914 -0.04820
C36 0.24550 -4.94224 -0.23459
C37 -0.88425 -4.19548 -0.53586
C38 -0.81442 -2.80629 -0.59318
C39 0.35657 -2.05463 -0.37589
H39 3.46994 -0.97618 -3.16469
H40 2.29554 -0.45805 -1.92055
H41 2.04027 -1.97865 -2.76210
H42 4.36899 -1.40829 -1.08406
H43 3.28844 -3.95540 -2.05096
H44 4.81690 -3.72959 -1.17194
H45 4.63361 -3.07857 -2.82477
H46 2.77272 -1.26662 0.43393
H47 3.51885 -2.86639 0.58959
H48 2.33693 -4.81523 0.19169
H49 0.20345 -6.02270 -0.15556
H50 -1.83414 -4.69344 -0.70834
H51 -1.73281 -2.29177 -0.81744

Calculated values
Expectation value of S²: 1.084
Energy: -2714.392657 Ha
Highest occupied orbital energy (spin up / spin down): -5.8 / -6.7 eV
Net charge: 0
Spin multiplicity: 2
Gap between HOMO and LUMO (spin up / spin down): 5.7 / 6.6 eV
Energy above the lowest of the compared OMol25 structures with the same formula, charge and spin: 59.37 kcal/mol

---

2.
C38H100NO20Y as an isolated structure in a non-equilibrium geometry, computed with ωB97M-V/def2-TZVPD.

CARTESIAN COORDINATES (ANGSTROEM)
Y1 2.81961 -3.27502 0.72505
C1 0.52033 0.41472 2.62959
C2 -0.58985 -0.19058 1.70468
C3 -1.67989 0.96959 1.46503
C4 -1.41603 1.81905 0.22124
C5 -1.34704 0.99378 -0.99454
C6 -0.06827 0.10100 -0.87982
N1 -0.01681 -0.65421 0.45124
O1 1.07468 -1.54716 0.63803
C7 1.20916 0.93712 -1.14438
C8 -0.36068 -0.96094 -2.03377
C9 -1.27574 -1.32584 2.34025
H1 1.12791 1.19126 2.16491
H2 1.04511 -0.42932 3.07714
H3 0.01132 0.82819 3.50026
H4 -1.49987 1.76872 2.18412
H5 -2.72609 0.79213 1.71417
H6 -0.49276 2.37767 0.37489
H7 -2.12846 2.63972 0.13730
H8 -1.25127 1.64942 -1.86003
H9 -2.24013 0.38913 -1.15232
H10 1.41002 1.48686 -0.22484
H11 1.04798 1.62602 -1.97356
H12 2.06750 0.33951 -1.45130
H13 -1.11133 -1.71940 -1.81159
H14 0.61221 -1.44912 -2.09085
H15 -0.67804 -0.42564 -2.92867
H16 -2.11141 -1.71285 1.75717
H17 -1.57153 -1.03892 3.34935
H18 -0.69800 -2.20822 2.61545
C10 -1.23131 3.94183 -5.36981
C11 -0.38500 3.11020 -4.43545
C12 0.36614 2.04562 -5.17356
O2 0.55836 3.89554 -3.76988
H19 -1.64109 3.32506 -6.16966
H20 -0.49605 4.58624 -5.85171
H21 -2.04176 4.58014 -5.01790
H22 -1.03099 2.68632 -3.66660
H23 -0.18483 1.45092 -5.90216
H24 0.63171 1.22561 -4.50635
H25 1.26089 2.35539 -5.71353
H26 0.51268 4.66772 -4.33843
C13 -2.03748 6.57708 3.35111
C14 -0.98111 5.97634 2.44529
C15 -0.84997 4.44307 2.49647
O3 -1.43089 6.21666 1.12084
H27 -1.81679 6.26787 4.37277
H28 -3.01876 6.19844 3.06509
H29 -1.95862 7.66059 3.43983
H30 -0.05198 6.51151 2.64127
H31 -1.76313 3.94840 2.16549
H32 -0.63861 4.06937 3.49835
H33 -0.01013 4.15990 1.86197
H34 -2.23450 5.71368 0.96974
C16 3.30405 -0.49787 -6.04872
C17 2.13033 -1.35927 -5.73565
C18 1.32947 -1.80477 -6.98536
O4 2.54198 -2.51199 -5.07430
H35 3.00171 0.54933 -6.04003
H36 3.58834 -0.75421 -7.06929
H37 4.20071 -0.54586 -5.43082
H38 1.49059 -0.78319 -5.06710
H39 0.77954 -1.01171 -7.49205
H40 0.54260 -2.45880 -6.60961
H41 1.91582 -2.42048 -7.66741
H42 2.55661 -2.48361 -4.11483
C19 -5.44605 -0.40629 -3.79298
C20 -5.13522 0.64130 -2.67328
C21 -4.18241 1.75422 -3.29976
O5 -6.33499 1.15706 -2.40589
H43 -4.51940 -0.93227 -4.02270
H44 -5.75239 0.00310 -4.75561
H45 -6.18122 -1.15904 -3.50839
H46 -4.66611 0.14603 -1.82313
H47 -3.25959 1.30499 -3.66679
H48 -3.87734 2.47300 -2.53924
H49 -4.78711 2.35377 -3.98018
H50 -6.24809 1.42137 -1.48709
C22 7.38875 1.41988 -1.17661
C23 5.92040 1.57441 -1.68221
C24 5.89159 1.34022 -3.17894
O6 5.17345 0.53292 -1.07628
H51 7.52324 1.23078 -0.11159
H52 8.02022 2.28760 -1.36740
H53 7.98908 0.62533 -1.61976
H54 5.45606 2.51600 -1.38910
H55 6.53393 0.55197 -3.57157
H56 6.23288 2.27661 -3.62030
H57 4.87556 1.19454 -3.54575
H58 4.80618 -0.07244 -1.72455
C25 -2.01551 -3.70477 4.80837
C26 -2.96876 -4.46818 5.87056
O7 -4.15609 -5.11491 5.30765
O8 -1.30178 -4.77899 4.05209
H59 -1.39732 -3.01913 5.38788
H60 -2.72853 -3.19314 4.16188
H61 -3.23032 -3.73781 6.63624
H62 -2.45739 -5.25806 6.42073
H63 -4.84426 -4.46204 5.45523
H64 -2.08663 -5.33020 4.09432
C27 -6.01501 -0.03554 0.89609
C28 -5.33635 1.32488 0.95052
O9 -6.12864 2.35278 0.35699
O10 -7.11089 -0.19264 1.72895
H65 -5.27135 -0.78794 1.15870
H66 -6.46716 -0.13891 -0.09030
H67 -4.41262 1.31094 0.37205
H68 -5.13330 1.60100 1.98523
H69 -6.38817 2.87799 1.11752
H70 -7.89155 0.33569 1.54721
C29 0.45033 -5.17005 1.43169
C30 0.77360 -5.70289 -0.01756
O11 1.30060 -4.54919 -0.65061
O12 1.55425 -4.64644 2.05589
H71 0.14192 -6.00140 2.06560
H72 -0.42853 -4.53996 1.56844
H73 -0.06741 -6.23628 -0.46061
H74 1.58192 -6.41964 0.12729
H75 1.02636 -4.53565 -1.57051
H76 1.45968 -4.92611 2.96937
C31 4.78409 -1.05751 2.35224
C32 4.43193 -2.13114 3.32901
O13 3.16764 -2.57670 2.98935
O14 4.34435 -1.33380 1.04186
H77 5.87019 -0.97177 2.31868
H78 4.43021 -0.05580 2.59606
H79 4.31280 -1.88738 4.38470
H80 5.10235 -2.98933 3.37532
H81 2.63233 -2.60951 3.78557
H82 4.69379 -0.59600 0.53674
C33 4.12006 2.66960 1.65381
C34 4.47866 2.62321 3.13755
O15 5.70143 2.17627 3.49194
O16 5.04141 3.45692 0.91798
H83 3.13109 3.12200 1.58039
H84 3.95582 1.67975 1.22798
H85 3.73124 1.97137 3.58984
H86 4.41623 3.64782 3.50411
H87 6.00229 2.32433 4.39147
H88 5.63325 2.79574 0.55170
C35 -0.26731 -4.74379 -4.38757
C36 -1.55916 -3.94669 -4.56994
O17 -1.17008 -2.61315 -4.86368
O18 0.52057 -4.34827 -3.26864
H89 0.35696 -4.49242 -5.24502
H90 -0.39538 -5.82539 -4.34484
H91 -2.15887 -3.99490 -3.66102
H92 -2.14442 -4.47804 -5.32043
H93 -0.36865 -2.45606 -4.35907
H94 1.42272 -4.59258 -3.48780
C37 -1.39301 -0.60273 7.69549
C38 -1.19030 0.81230 7.16633
O19 -2.25567 1.73698 7.64714
O20 -2.53991 -1.18899 7.13576
H95 -1.37991 -0.59091 8.78535
H96 -0.58103 -1.30952 7.52446
H97 -1.12999 0.70099 6.08371
H98 -0.24599 1.22330 7.52335
H99 -2.86007 1.85663 6.91095
H100 -3.10555 -1.41072 7.87906

Calculated values
Energy: -3104.890910 Ha
Highest occupied orbital energy: -11.4 eV
Net charge: +2
Spin multiplicity: 1
Gap between HOMO and LUMO: 4.1 eV
Energy above the lowest of the compared OMol25 structures with the same formula, charge and spin: 0.00 kcal/mol

---

3.
C7H12S as an isolated structure in a non-equilibrium geometry, computed with ωB97M-V/def2-TZVPD.

CARTESIAN COORDINATES (ANGSTROEM)
C1 0.58768 -1.14797 2.29411
C2 0.41778 -0.61571 0.82794
C3 -0.39198 -1.49280 -0.14013
C4 -0.46249 -0.53060 -1.44637
C5 0.12611 0.73197 -0.77033
C6 0.19864 2.09580 -1.56411
C7 -0.35859 0.67784 0.65673
H1 1.35146 -0.62059 2.77138
H2 -0.46251 -0.97112 2.61043
H3 0.75133 -2.22562 2.45203
H4 -1.38632 -1.81672 0.14072
H5 0.10356 -2.37938 -0.53924
H6 0.00196 -0.94012 -2.37162
H7 -1.52632 -0.37311 -1.57942
H8 0.03759 2.99054 -0.94257
H9 1.18783 2.26832 -1.99115
H10 -0.68081 2.15729 -2.25288
H11 -1.47122 0.70584 0.75109
H12 0.17531 1.43494 1.26387
S1 1.80098 0.05118 -0.17048

Calculated values
Energy: -672.055074 Ha
Highest occupied orbital energy: -8.5 eV
Net charge: 0
Spin multiplicity: 1
Gap between HOMO and LUMO: 9.4 eV
Energy above the lowest of the compared OMol25 structures with the same formula, charge and spin: 38.79 kcal/mol